Entry 1:
{
  "formula": "C6H12N3O2",
  "method": "ωB97M-V/def2-TZVPD",
  "spin_multiplicity": 1,
  "total_charge": 1,
  "homo_lumo_gap_ev": [6.985, 7.084],
  "species": ["C", "C", "C", "C", "C", "C", "N", "N", "N", "O", "O", "H", "H", "H", "H", "H", "H", "H", "H", "H", "H", "H", "H"],
  "coordinates": [[-1.12270, -0.17454, 0.24344], [-0.46515, 0.86826, 0.90506], [-0.42764, -0.42634, -0.93317], [0.64812, 0.40345, 2.51218], [-1.87150, -0.70946, -2.91224], [-0.72895, -1.31403, -2.08585], [1.10696, 1.51690, 3.04973], [0.58589, 0.45031, -1.01532], [1.80232, -0.35790, 1.88864], [1.52559, 0.53070, -1.77584], [0.55176, 1.30015, 0.09771], [-1.99223, -0.68555, 0.60153], [-0.98786, 1.63367, 1.45339], [-1.62907, 0.30569, -3.22009], [-2.79484, -0.68526, -2.33815], [-2.03123, -1.30808, -3.80580], [-1.01825, -2.30514, -1.73504], [0.16432, -1.39575, -2.70738], [0.46064, 2.06737, 3.59719], [2.00340, 1.95836, 2.86129], [2.43071, 0.21519, 1.29927], [2.34775, -0.73773, 2.67319], [1.44195, -1.15027, 1.34625]]
}


Entry 2:
{
  "formula": "C4H11NO2",
  "method": "ωB97M-V/def2-TZVPD",
  "spin_multiplicity": 1,
  "homo_lumo_gap_ev": 10.535,
  "smiles": "CC(C)C(N)=O.O",
  "species": ["C", "C", "C", "C", "N", "O", "H", "H", "H", "H", "H", "H", "H", "H", "H", "O", "H", "H"],
  "coordinates": [[-0.27555, 1.85105, -0.07089], [-0.50151, 0.41312, 0.36950], [-1.90468, 0.19429, 0.94331], [-0.21500, -0.62453, -0.67013], [-0.60285, -0.34146, -1.99541], [0.24102, -1.70111, -0.36474], [0.73308, 1.90934, -0.51880], [-0.97068, 2.17582, -0.84665], [-0.26006, 2.50057, 0.79941], [0.23556, 0.24478, 1.14079], [-2.00616, 0.77847, 1.84943], [-1.97619, -0.85248, 1.23894], [-2.68200, 0.40179, 0.21203], [-0.06296, 0.43140, -2.35952], [-0.40188, -1.15410, -2.57394], [2.73600, -0.11490, 1.39780], [3.67839, -0.28857, 1.34546], [2.24922, -0.87760, 1.75447]]
}


Entry 3:
{
  "formula": "C7H28N14O7",
  "method": "ωB97M-V/def2-TZVPD",
  "spin_multiplicity": 1,
  "homo_lumo_gap_ev": 8.905,
  "smiles": "NC(N)=O.NC(N)=O.NC(N)=O.NC(N)=O.NC(N)=O.NC(N)=O.NC(N)=O",
  "species": ["N", "C", "N", "O", "H", "H", "H", "H", "N", "C", "N", "O", "H", "H", "H", "H", "N", "C", "N", "O", "H", "H", "H", "H", "N", "C", "N", "O", "H", "H", "H", "H", "N", "C", "N", "O", "H", "H", "H", "H", "N", "C", "N", "O", "H", "H", "H", "H", "N", "C", "N", "O", "H", "H", "H", "H"],
  "coordinates": [[17.94062, 14.48271, -14.94654], [18.00512, 13.74513, -13.81719], [17.63734, 14.39682, -12.66389], [18.34587, 12.56005, -13.77304], [17.46214, 15.36219, -14.91417], [18.16912, 13.98795, -15.79644], [17.84552, 13.93322, -11.80017], [17.48854, 15.38746, -12.71250], [20.10374, 8.63124, -18.24378], [21.04053, 8.60694, -17.26388], [22.31257, 8.28614, -17.65950], [20.76993, 8.86246, -16.09622], [20.37855, 8.43895, -19.18715], [19.18799, 8.89030, -17.92790], [22.51198, 8.06947, -18.61829], [22.89366, 7.99188, -16.89198], [21.32338, 11.96660, -17.86695], [20.35559, 12.54022, -17.08076], [19.97395, 11.79833, -16.02736], [19.97606, 13.70084, -17.29464], [21.77414, 12.48019, -18.60117], [21.84854, 11.22943, -17.42694], [20.16596, 10.80195, -16.01353], [19.41040, 12.17908, -15.26760], [25.77847, 12.38777, -19.21652], [25.46939, 11.38752, -18.35203], [24.32567, 10.71357, -18.68308], [26.16731, 11.04533, -17.40885], [25.10507, 12.58692, -19.93926], [26.50740, 13.03272, -18.98199], [23.75642, 10.92711, -19.48359], [24.02541, 9.91876, -18.15261], [22.53094, 15.03273, -21.69790], [22.33994, 13.82749, -21.10044], [21.05583, 13.34873, -21.11852], [23.24887, 13.14717, -20.64654], [23.47235, 15.33613, -21.86190], [21.75442, 15.47550, -22.15189], [20.30672, 13.78438, -21.62785], [20.95655, 12.35453, -21.01727], [18.82328, 10.27933, -11.47034], [19.53661, 9.49225, -12.35576], [19.09856, 9.60075, -13.63985], [20.44324, 8.76309, -11.99619], [19.18084, 10.23390, -10.53380], [18.41829, 11.12733, -11.82963], [18.46048, 10.34008, -13.87666], [19.49424, 9.04758, -14.38156], [21.63095, 16.05576, -17.87409], [21.38986, 16.72333, -16.71637], [20.27049, 16.26925, -16.07490], [22.09212, 17.63725, -16.30012], [22.34227, 16.35608, -18.51029], [21.17248, 15.15889, -18.00690], [19.76826, 15.58535, -16.61534], [20.06440, 16.56486, -15.14379]]
}


Entry 4:
{
  "formula": "C23H28N4O4S",
  "method": "ωB97M-V/def2-TZVPD",
  "spin_multiplicity": 1,
  "homo_lumo_gap_ev": 7.947,
  "smiles": "COc1ccccc1/C=C/C=N/NC(=O)CN1CCN(S(=O)(=O)c2ccc(C)cc2)CC1",
  "species": ["C", "O", "C", "C", "C", "C", "C", "C", "C", "C", "C", "N", "N", "C", "O", "C", "N", "C", "C", "N", "S", "O", "O", "C", "C", "C", "C", "C", "C", "C", "C", "C", "H", "H", "H", "H", "H", "H", "H", "H", "H", "H", "H", "H", "H", "H", "H", "H", "H", "H", "H", "H", "H", "H", "H", "H", "H", "H", "H", "H"],
  "coordinates": [[-6.28913, -2.67351, 0.35761], [-5.24107, -1.75612, 0.55372], [-5.52722, -0.44004, 0.72706], [-6.82268, 0.06419, 0.69248], [-7.07126, 1.41352, 0.87435], [-6.02221, 2.28685, 1.09647], [-4.73346, 1.79588, 1.13531], [-4.44215, 0.44015, 0.95499], [-3.05411, 0.04235, 1.02671], [-2.50969, -1.17674, 0.85352], [-1.10228, -1.39746, 0.97190], [-0.61459, -2.56471, 0.78851], [0.71474, -2.71649, 0.91108], [1.33807, -3.90484, 0.70222], [0.79289, -4.94848, 0.42873], [2.85675, -3.77775, 0.87070], [3.32885, -2.51903, 0.34064], [4.65423, -2.14240, 0.79244], [5.10393, -0.87734, 0.03929], [3.97044, -0.14081, -0.47499], [3.06791, 0.66676, 0.69229], [1.90877, -0.07366, 1.12596], [3.98366, 1.11803, 1.69636], [2.50159, 2.05477, -0.27949], [3.43056, 2.99756, -0.67718], [3.02076, 4.07008, -1.44675], [1.68661, 4.20600, -1.82403], [1.24970, 5.38264, -2.63955], [0.76943, 3.24589, -1.41133], [1.17343, 2.16982, -0.63943], [3.17872, -0.89465, -1.42692], [3.20545, -2.39628, -1.09672], [-6.84942, -2.45879, -0.55825], [-5.80839, -3.64627, 0.26336], [-6.97534, -2.69221, 1.21034], [-7.65771, -0.59691, 0.52241], [-8.08815, 1.77523, 0.84257], [-6.20843, 3.34025, 1.24064], [-3.91269, 2.47640, 1.31277], [-2.37829, 0.86062, 1.25688], [-3.10439, -2.04213, 0.61902], [-0.45684, -0.54843, 1.22495], [1.29230, -1.88873, 1.10701], [3.07547, -3.80472, 1.94241], [3.33246, -4.65547, 0.40259], [5.39208, -2.94992, 0.63351], [4.59089, -1.93355, 1.86377], [5.64300, -0.20625, 0.70668], [5.74487, -1.12819, -0.81054], [4.45659, 2.87822, -0.36895], [3.73917, 4.81319, -1.76012], [0.30800, 5.18106, -3.14303], [2.00207, 5.63990, -3.38140], [1.11023, 6.24851, -1.99215], [-0.26831, 3.34034, -1.69536], [0.47006, 1.42170, -0.30805], [2.15942, -0.51105, -1.36884], [3.56638, -0.70941, -2.43490], [4.04143, -2.89102, -1.62158], [2.27688, -2.86657, -1.42167]]
}